Entry 1:
C3H9N2O | ωB97M-V/def2-TZVPD

Summary:
- Gap between HOMO and LUMO (alpha / beta): 0.263 / 0.270 hartree
- Relative energy (zero: lowest compared OMol25 entry of this formula, charge and spin): 838.7 kJ/mol
- Total charge: +1

```
15
C3H9N2O (ωB97M-V/def2-TZVPD)
C 2.5307 -0.4927 -0.1859
C -3.0803 -1.0089 0.1740
C 1.4984 0.4694 0.4118
N -1.3855 1.5031 -0.5662
N -0.9870 0.4006 -0.2893
O 0.1352 -0.1459 0.0164
H 2.1779 -1.5236 -0.2357
H 2.7940 0.0774 -1.0333
H 3.4407 -0.4072 0.3593
H -2.9960 -1.8426 -0.5897
H -3.8089 -0.2898 -0.0806
H -2.6434 -0.9001 1.1611
H 1.6596 1.5643 0.2669
H 1.4517 0.2070 1.4741
H -0.7872 2.3889 -0.8830
```

---

Entry 2:
C4H26NO8 | ωB97M-V/def2-TZVPD

Summary:
- Gap between HOMO and LUMO: 0.358 hartree
- Relative energy (zero: lowest compared OMol25 entry of this formula, charge and spin): 480.7 kJ/mol
- Total charge: +1

```
39
C4H26NO8 (ωB97M-V/def2-TZVPD)
C -0.2920 0.4053 -0.9849
C 1.1189 -0.0366 -1.5758
C 2.0794 0.8477 -0.8203
C 2.7198 0.7066 0.3308
N -0.8858 -0.8434 -0.1773
H -0.1823 1.2086 -0.2010
H -1.1354 0.5545 -1.7388
H 1.2560 -1.1502 -1.3467
H 1.2990 0.1428 -2.6939
H 2.6552 1.4054 -1.5136
H 3.5393 1.3574 0.5470
H 2.7733 -0.0170 1.1509
H -0.2541 -1.3661 0.5498
H -1.8779 -0.7163 0.2325
H -1.0325 -1.7870 -0.7931
H 1.1420 -3.6219 -1.5463
H 0.3195 -4.1045 -0.4670
O 0.3801 -3.4002 -1.1073
H 2.0749 0.6038 3.1461
H 2.7826 1.5986 3.7993
O 2.2588 1.4460 3.0717
H -1.1898 -0.9693 3.0849
H -0.3374 -1.0107 4.3059
O -0.7326 -1.5914 3.5754
H -3.0171 0.9797 0.4129
H -3.3580 1.6349 1.8475
O -3.1057 0.8976 1.3578
H 1.0474 -3.1060 1.5776
H 0.2800 -2.1275 2.3220
O 0.8680 -2.1233 1.6026
H 0.8101 4.5271 -0.8463
H 1.3094 3.8253 0.4017
O 0.5467 4.3204 0.0250
H -2.4317 -2.2361 -3.4267
H -3.5092 -2.5529 -2.5742
O -2.7610 -1.9554 -2.5933
H -1.3131 3.1045 -2.4797
H -2.3301 2.7454 -3.3075
O -1.5147 2.4041 -3.1479
```

---

Entry 3:
C16H21FNO3 | ωB97M-V/def2-TZVPD

Summary:
- Gap between HOMO and LUMO: 0.281 hartree
- Total charge: +1

```
42
C16H21FNO3 (ωB97M-V/def2-TZVPD)
C 2.1820 3.8883 -0.0619
C 1.6988 3.1829 1.0669
H 1.9907 3.7926 1.9641
H 0.5117 3.0923 0.9718
O 2.1125 1.6853 1.0507
C 1.4187 0.7777 0.6946
O 0.3309 0.8021 0.1924
C 2.2051 -0.4312 0.6936
H 2.7825 -0.3556 1.6238
C 1.2744 -1.6560 0.9307
N 0.3559 -1.4676 -0.2748
C -0.8655 -2.4481 -0.2469
H -1.2243 -2.8685 -1.2230
H -0.4167 -3.4283 0.2761
C -1.7550 -1.9463 0.7531
O -1.7441 -2.3217 2.1583
C -2.6417 -1.0684 0.4578
C -3.6636 -0.4919 1.4073
C -4.4316 0.6421 0.9131
C -4.5187 1.1015 -0.1913
C -3.6059 0.6112 -1.3332
C -2.7775 -0.2702 -0.7304
H -1.9563 -0.5806 -1.5736
H -3.6215 1.0962 -2.0575
F -5.3585 2.1716 -0.9043
H -5.1906 0.9184 1.6652
H -3.6204 -1.0495 2.3156
C 1.3076 -1.8496 -1.4820
C 2.2293 -0.9515 -1.5523
C 3.1715 -0.7298 -0.3292
H 3.8164 0.2697 -0.5882
H 3.7231 -1.5938 -0.3286
H 2.9941 -1.1617 -2.4661
H 1.7824 -0.1185 -1.9742
H 0.6125 -2.1798 -2.3353
H 1.7946 -2.7696 -1.2148
H 0.1301 -0.6516 -0.5781
H 0.5771 -1.4486 2.0669
H 1.7487 -2.5132 1.0797
H 3.1007 4.0305 0.0068
H 1.9098 3.3057 -0.9011
H 1.6308 4.9837 0.0584
```

---

Entry 4:
C5H7N | ωB97M-V/def2-TZVPD

Summary:
- Gap between HOMO and LUMO: 0.332 hartree
- Relative energy (zero: lowest compared OMol25 entry of this formula, charge and spin): 303.8 kJ/mol

```
13
C5H7N (ωB97M-V/def2-TZVPD)
N -1.5114 0.4402 0.6235
C -1.2090 1.1491 -0.3304
C 0.0444 0.8268 -1.1169
C 0.7286 -0.4621 -0.7491
C -1.8550 -0.2158 1.6555
C 1.9711 -0.5537 -0.2873
H 0.7215 1.6785 -0.9746
H -0.2273 0.8430 -2.1793
H 0.1276 -1.3667 -0.8500
H -2.5254 -1.0627 1.5575
H -1.4661 0.0785 2.6245
H 2.5976 0.3275 -0.1588
H 2.4136 -1.5108 -0.0239
```

---

Entry 5:
C9H32N2O7 | ωB97M-V/def2-TZVPD

Summary:
- SMILES: NC(N)=O.CCO.CCO.CO.CO.CO.CO
- Gap between HOMO and LUMO: 0.353 hartree
- Relative energy (zero: lowest compared OMol25 entry of this formula, charge and spin): 0.0 kJ/mol

```
50
C9H32N2O7 (ωB97M-V/def2-TZVPD)
C 25.2200 1.3550 -3.6140
C 24.9830 -0.1510 -3.4360
O 24.4510 -0.3420 -2.1170
H 25.8750 1.8080 -2.8650
H 24.2430 1.8280 -3.6170
H 25.7230 1.5720 -4.5640
H 25.9380 -0.6420 -3.5400
H 24.3160 -0.5330 -4.1630
H 24.2970 -1.2680 -2.0270
C 21.2050 -2.9150 -1.3610
C 21.7550 -1.6330 -0.8200
O 21.5580 -0.5420 -1.6220
H 21.8340 -3.7450 -0.9930
H 21.1910 -2.9620 -2.4590
H 20.2010 -3.0910 -0.9740
H 22.7990 -1.7520 -0.7040
H 21.2930 -1.3390 0.1880
H 21.9630 0.2380 -1.2460
C 23.5810 -3.7150 -5.5130
O 24.5030 -4.7740 -5.5360
N 22.8420 -3.4960 -6.5570
N 23.2770 -3.0370 -4.4030
H 22.9980 -3.8260 -7.4120
H 22.1000 -2.6990 -6.4650
H 23.6250 -3.1260 -3.4440
H 22.6170 -2.2340 -4.5250
C 24.6370 -6.4350 0.0840
O 24.0210 -5.2160 0.3570
H 23.9150 -7.1450 -0.3290
H 25.0580 -6.7870 1.0220
H 25.4350 -6.3610 -0.6350
H 23.2920 -5.3820 0.9550
C 25.1210 -1.5570 1.2140
O 23.8930 -2.2440 1.3700
H 25.7200 -1.3780 2.1490
H 24.8340 -0.6700 0.6590
H 25.6220 -2.1350 0.4480
H 24.1050 -3.1190 1.7070
C 25.6210 -3.5910 -2.1770
O 24.2750 -3.2930 -1.9240
H 25.8270 -2.8900 -2.9810
H 25.6410 -4.5920 -2.6360
H 26.2500 -3.5000 -1.2920
H 24.0490 -3.8990 -1.2180
C 23.0850 -6.4750 -3.2490
O 22.2100 -5.3800 -3.4310
H 22.5890 -7.2890 -2.6290
H 23.9860 -6.0440 -2.8570
H 23.3340 -6.9740 -4.2320
H 22.6690 -4.5910 -3.7240
```

---

Entry 6:
C27H22N8O2SW | ωB97M-V/def2-TZVPD

Summary:
- Gap between HOMO and LUMO (alpha / beta): 0.178 / 0.176 hartree
- Relative energy (zero: lowest compared OMol25 entry of this formula, charge and spin): 182.1 kJ/mol
- Total charge: +2

```
61
C27H22N8O2SW (ωB97M-V/def2-TZVPD)
W -0.0224 1.7487 -0.3571
C 5.2197 1.0570 1.0658
C 4.2307 1.5785 1.8831
C 2.8927 1.3043 1.6398
C 2.5601 0.4708 0.5747
C 3.5442 -0.0279 -0.2752
C 4.8708 0.2668 -0.0221
N 1.1689 0.1590 0.2310
C -1.1975 -0.7305 0.8099
C -1.5490 -1.8419 1.5739
C -2.8216 -2.3774 1.4810
C -3.7663 -1.7884 0.6532
C -3.4372 -0.6793 -0.1095
C -2.1579 -0.1544 -0.0412
N -1.7595 0.9569 -0.8240
N -2.1728 2.2032 -0.4250
C -1.8859 3.1821 -1.4055
C -2.7797 4.1306 -1.8596
C -2.3412 5.0020 -2.8430
C -1.0385 4.9108 -3.3327
C -0.1897 3.9623 -2.8089
N -0.6071 3.1209 -1.8524
H 6.2596 1.2788 1.2621
H 4.4965 2.2140 2.7169
H 2.1419 1.7341 2.2832
H 3.2766 -0.6054 -1.1492
H 5.6339 -0.1148 -0.6863
H -0.8189 -2.2687 2.2487
H -3.0819 -3.2405 2.0783
H -4.7686 -2.1918 0.6026
H -4.1658 -0.2189 -0.7642
H -3.7902 4.1626 -1.4771
H -3.0166 5.7443 -3.2468
H -0.6914 5.5717 -4.1130
H 0.8319 3.8520 -3.1469
N -0.5022 -5.9962 0.4987
C -0.2297 -4.8499 -0.1593
C -1.1998 -4.2561 -0.9947
C -0.9472 -3.0618 -1.6232
C 0.2888 -2.4437 -1.4439
C 1.2852 -3.0356 -0.6679
C 1.0249 -4.2186 -0.0201
S 0.6277 -0.9888 -2.3446
O -0.5424 -0.4990 -3.0038
O 1.8747 -1.0737 -3.0241
N 0.8759 0.2598 -1.1396
C 0.1005 -0.0334 1.1383
N 0.4107 0.0213 2.4072
C 0.1019 0.7469 3.4413
C -0.2806 2.0994 3.4843
C -0.2693 3.0203 2.4445
N -0.0096 2.7736 1.1765
H -1.3545 -6.4959 0.3198
H 0.2076 -6.4710 1.0262
H -2.1436 -4.7626 -1.1528
H -1.6771 -2.6031 -2.2783
H 2.2688 -2.5911 -0.5991
H 1.7948 -4.6910 0.5765
H 0.2360 0.2393 4.3934
H -0.5335 2.4842 4.4618
H -0.4758 4.0546 2.7183
```

---

Entry 7:
C5H5FO3 | ωB97M-V/def2-TZVPD

Summary:
- Gap between HOMO and LUMO: 0.342 hartree
- Relative energy (zero: lowest compared OMol25 entry of this formula, charge and spin): 179.7 kJ/mol

```
14
C5H5FO3 (ωB97M-V/def2-TZVPD)
C -1.0276 1.7532 -0.1224
C -1.0250 1.3628 1.1483
C 1.9809 -0.3312 -0.0919
C -0.2101 -0.2462 -0.1596
C -0.3063 -1.6705 -0.5499
O 2.6206 -1.3063 -0.0117
O -0.6331 0.7859 -0.9776
O -0.6290 0.0567 1.1352
F 2.6786 0.8959 0.0572
H -1.2810 2.7791 -0.6421
H -1.2050 1.8291 2.0633
H -1.2063 -2.0270 -0.1810
H 0.5828 -2.2228 -0.0844
H -0.3395 -1.6588 -1.5834
```

---

Entry 8:
C3H5O2P | ωB97M-V/def2-TZVPD

Summary:
- SMILES: O=C(P)[C@@H]1CO1
- Gap between HOMO and LUMO: 0.368 hartree
- Relative energy (zero: lowest compared OMol25 entry of this formula, charge and spin): 282.2 kJ/mol

```
11
C3H5O2P (ωB97M-V/def2-TZVPD)
C 0.7674 -0.7004 -0.8704
C 0.7869 1.3121 0.7647
C 1.4989 0.1891 0.1309
O 0.7023 -0.3141 -1.9758
O 1.7808 1.4643 -0.1869
P -0.1174 -2.2360 -0.2416
H -0.1839 1.5402 0.4720
H 1.1741 1.5946 1.8042
H 2.1859 -0.3346 0.7108
H 0.8439 -3.0598 0.4575
H -0.4534 -1.6544 1.0181
```

---

Entry 9:
C17H18BNO4 | ωB97M-V/def2-TZVPD

Summary:
- SMILES: CC(=O)Nc1ccc(OC[C@@H]2COB(c3ccccc3)O2)cc1
- Gap between HOMO and LUMO: 0.313 hartree
- Relative energy (zero: lowest compared OMol25 entry of this formula, charge and spin): 0.0 kJ/mol

```
41
C17H18BNO4 (ωB97M-V/def2-TZVPD)
O 2.1325 -1.1635 2.5648
O -1.7046 0.3122 -2.7638
O 0.4906 3.2196 -1.8824
O 0.6890 0.2335 -2.4679
B -0.5818 -0.3044 -2.1519
C 1.0685 -0.9676 3.0660
C -0.9962 -3.1281 1.2073
C -1.9942 -2.1986 0.9984
C 0.0706 -3.1789 0.3576
C 1.6539 1.7294 -0.2461
C -0.5689 2.5384 0.1299
C -1.8902 -1.3306 -0.0919
C 0.1702 -2.3205 -0.7105
C 1.5514 0.9353 0.8716
C -0.6746 1.8058 1.2687
C 0.5703 2.4866 -0.6782
C -0.8289 -1.3919 -0.9791
C 0.3678 0.9397 1.6567
N 0.1792 0.0274 2.7192
C 0.7008 -1.8138 4.2323
C -1.1560 1.3693 -3.4869
C 1.1002 2.5889 -3.0108
C 0.3750 1.2533 -3.4062
H -1.0656 -3.8630 2.0020
H -2.8426 -2.1837 1.6708
H 0.8134 -3.9394 0.5384
H 2.5123 1.7125 -0.9019
H -1.3786 3.1982 -0.1679
H -2.6804 -0.6026 -0.2525
H 1.0247 -2.3461 -1.3520
H 2.3850 0.3198 1.1483
H -1.5790 1.8425 1.8220
H -0.6535 0.1437 3.2829
H -0.3504 -2.0464 4.2555
H 1.2569 -2.7345 4.1958
H 0.9358 -1.3298 5.1750
H -1.5411 1.2383 -4.5159
H -1.5280 2.3162 -3.0693
H 2.1696 2.4075 -2.7883
H 1.0540 3.3329 -3.8267
H 0.7428 0.8927 -4.4130
```

---

Entry 10:
C5H5NO | ωB97M-V/def2-TZVPD

Summary:
- Gap between HOMO and LUMO: 0.408 hartree
- Relative energy (zero: lowest compared OMol25 entry of this formula, charge and spin): 255.3 kJ/mol

```
12
C5H5NO (ωB97M-V/def2-TZVPD)
N -2.6859 -1.2365 1.0839
C -1.8651 -0.4393 0.9154
C -0.8920 0.5591 0.4443
O 0.2799 0.7997 1.2418
C 1.1092 0.5389 0.0982
C 0.9778 -0.8914 -0.2703
C -0.0609 0.1013 -0.7367
H -1.4144 1.5062 0.2730
H 1.9397 1.2089 -0.0973
H 1.6210 -1.2439 -1.0717
H 0.7688 -1.6126 0.5176
H -0.3415 0.2364 -1.7726
```

---

Entry 11:
C21H27F2O24Pb | ωB97M-V/def2-TZVPD

Summary:
- Gap between HOMO and LUMO: 0.088 hartree
- Relative energy (zero: lowest compared OMol25 entry of this formula, charge and spin): 0.0 kJ/mol
- Total charge: -1

```
75
C21H27F2O24Pb (ωB97M-V/def2-TZVPD)
Pb 1.8803 -0.7820 1.8391
O 0.8196 1.4406 8.3112
C 1.5370 0.7921 7.4105
O 1.0521 0.2899 6.3898
O 2.7440 0.6649 7.6307
H 1.4833 1.6373 8.9763
O 6.8209 4.3744 2.2816
C 6.3416 3.3902 3.0545
O 6.7360 3.2280 4.2619
O 5.4865 2.5735 2.6750
H 7.5567 4.7820 2.7442
O 7.9568 -4.1416 3.3894
C 7.0631 -3.1544 3.7382
O 7.2436 -2.4952 4.8293
O 5.9523 -3.1224 3.1809
H 8.6220 -3.9250 4.0468
C 1.0109 -10.2321 -0.6740
C 0.9478 -8.8722 -1.5121
C -0.3060 -8.4823 -2.1893
O -0.4195 -7.1189 -2.0262
C 0.3027 -6.7528 -0.9488
O 0.3660 -5.6415 -0.5001
O 1.0765 -7.7811 -0.6180
H 1.9497 -10.1865 -0.1220
H 1.2316 -11.0172 -1.3972
H 0.0859 -10.3840 -0.1178
H 1.8679 -8.7950 -2.0913
H -1.2121 -9.0121 -1.8954
H -0.1164 -8.7177 -3.2366
C -6.1172 5.7361 2.7201
C -4.5809 5.9886 2.3799
C -3.8284 6.6676 3.5127
O -2.6102 6.0713 3.2900
C -2.7171 4.9189 2.6865
O -1.7053 4.2446 2.3391
O -3.9749 4.7266 2.3747
H -6.6518 5.3222 1.8651
H -6.5605 6.7240 2.8452
H -6.3127 5.0962 3.5805
H -4.3798 6.3878 1.3858
H -4.2086 6.4366 4.5078
H -3.8196 7.7298 3.2685
C -4.5673 3.5740 -4.1348
C -3.6167 2.4849 -4.6313
C -2.5183 2.9209 -5.5884
O -1.3633 2.4478 -4.8680
C -1.6589 1.8793 -3.6673
O -0.9055 1.4832 -2.8257
O -2.9677 1.9371 -3.4926
H -5.3952 3.1598 -3.5594
H -5.0018 4.1980 -4.9158
H -4.1019 4.2723 -3.4392
H -4.2588 1.7839 -5.1648
H -2.5154 4.0105 -5.6154
H -2.4944 2.6290 -6.6383
C 7.9802 1.7390 -3.3898
C 6.8207 2.3679 -4.0893
O 5.7533 1.6504 -3.5456
C 6.1833 0.6192 -2.9586
O 5.3897 -0.1726 -2.4941
O 7.4628 0.4592 -3.0649
F 6.9139 2.0227 -5.3820
H 8.3091 2.2884 -2.5077
H 8.8375 1.6607 -4.0583
H 6.7944 3.4476 -3.9423
C -5.7866 -2.8029 -0.7471
C -6.6796 -1.8445 -0.0114
O -5.7817 -1.1226 0.7831
C -4.6170 -1.6684 0.7594
O -3.5529 -1.2335 1.1876
O -4.7421 -2.7692 0.0637
F -7.4464 -2.4378 0.8785
H -5.4764 -2.5252 -1.7544
H -6.2165 -3.8041 -0.7765
H -7.3939 -1.2645 -0.5957
```

---

Q: Number 3 is which compound?
A: C16H21FNO3

---

Q: Number 9 is which compound?
A: C17H18BNO4